Here is C34H55BrMnN3OP2 as an isolated structure in a non-equilibrium geometry from OMol25. Energies are from ωB97M-V with the def2-TZVPD basis set.

Summary:
LUMO (spin up / spin down)	-10.4 / -10.7	eV
net charge	+3
calculated total energy	-162582.141	eV
spin multiplicity	4
HOMO (spin up / spin down)	-0.6114 / -0.6331	Ha

Last column: Löwdin charge in e.
Atoms and positions in Å:
C 2.407638 -1.229963 -1.587743  -0.29
C 1.537831 0.765789 -2.572997  -0.29
C 3.397763 -1.297121 -2.556034  0.02
C 2.398795 0.550104 -3.703814  0.03
C 3.363495 -0.447857 -3.635413  0.01
H 4.161429 -2.075132 -2.438793  0.15
H 2.297073 1.236386 -4.534399  0.13
H 4.084590 -0.506505 -4.422488  0.13
N 1.503418 -0.214766 -1.541977  0.02
P 0.549886 -2.370518 0.174186  1.17
P 0.122090 2.357657 -0.828130  1.13
C 2.276943 -2.316487 -0.492385  -0.22
H 2.552178 -3.293665 -0.897900  0.10
H 2.961293 -2.110588 0.333072  0.09
C -1.245542 -0.250258 1.119542  -0.17
O -2.067395 -0.390763 1.944270  0.19
C 0.749357 1.963940 -2.408794  -0.21
H 0.443697 2.518459 -3.374792  0.12
C -1.561150 3.306605 -0.849486  -0.60
C 1.545288 3.541354 -0.616199  -0.65
C -0.368561 -3.470301 -1.091098  -0.64
C 0.702682 -3.279542 1.824794  -0.66
C -2.709184 2.447348 -0.259650  -0.08
H -2.527321 2.208634 0.788245  0.07
H -3.629610 3.035029 -0.323760  0.11
H -2.863650 1.523229 -0.809030  0.04
C -1.475197 4.581978 -0.003420  -0.07
H -1.207836 4.354655 1.033006  0.09
H -0.772240 5.307050 -0.414530  0.07
H -2.463919 5.055352 0.002075  0.11
C -1.915270 3.639444 -2.307901  -0.06
H -2.835316 4.230501 -2.300726  0.12
H -1.150984 4.251544 -2.785065  0.08
H -2.067629 2.718004 -2.874589  0.04
C 1.523806 4.094114 0.800936  -0.07
H 1.057783 3.406186 1.530899  0.06
H 2.564958 4.258500 1.132816  0.11
H 1.000370 5.061810 0.852165  0.09
C 2.858029 2.780405 -0.844196  -0.07
H 2.964487 1.906645 -0.179590  0.06
H 2.981650 2.439469 -1.883398  0.08
H 3.688203 3.478268 -0.633141  0.12
C 1.423482 4.617030 -1.689339  -0.06
H 0.973966 4.294475 -2.649903  0.07
H 0.867644 5.510466 -1.340339  0.09
H 2.451650 4.949977 -1.950650  0.12
C -0.712953 -3.600687 2.318177  -0.07
H -0.630136 -4.041130 3.324330  0.12
H -1.333655 -2.694087 2.399100  0.07
H -1.237152 -4.328764 1.685291  0.08
C 1.371909 -2.357537 2.852858  -0.08
H 2.403632 -2.105595 2.571685  0.08
H 0.816008 -1.424450 3.010620  0.07
H 1.411190 -2.893753 3.815230  0.11
C 1.564957 -4.541124 1.706088  -0.06
H 2.471399 -4.379775 1.105912  0.09
H 1.890128 -4.824521 2.718264  0.11
H 1.019119 -5.397485 1.298596  0.08
C 0.069109 -3.088480 -2.510739  -0.09
H 1.109938 -3.379391 -2.719978  0.10
H -0.572016 -3.629267 -3.230334  0.11
H -0.031279 -2.008468 -2.703115  0.04
C -1.873526 -3.198618 -0.937605  -0.08
H -2.147967 -2.206793 -1.322532  0.04
H -2.433830 -3.943707 -1.533480  0.12
H -2.222813 -3.257432 0.107710  0.08
C -0.086873 -4.959570 -0.895559  -0.07
H 0.988581 -5.185991 -0.926806  0.09
H -0.526681 -5.359393 0.026766  0.08
H -0.557457 -5.502906 -1.731172  0.12
Mn 0.085999 0.023394 -0.069240  0.44
N -1.400119 -0.246883 -1.597046  0.15
C -1.562874 0.205760 -2.661650  -0.08
C -1.957735 0.341880 -4.154942  -0.53
C -1.304905 1.424650 -5.030607  -0.02
C -1.520441 -0.995271 -4.696226  -0.03
C -3.432523 0.548974 -3.960173  -0.01
H -1.482515 2.453593 -4.705912  0.08
H -0.224302 1.284294 -5.173340  0.08
H -1.767351 1.329665 -6.027279  0.12
H -1.872635 -1.792857 -4.029263  0.09
H -1.928335 -1.156343 -5.696857  0.12
H -0.418463 -1.061723 -4.753892  0.10
H -3.851762 1.218197 -4.704669  0.11
H -3.891325 -0.443277 -3.975694  0.11
H -3.644591 0.980104 -2.966771  0.09
Br 0.520274 2.549870 5.367791  0.86
C 1.379799 1.697403 3.900047  -0.63
C 2.764123 1.463503 3.932989  -0.03
C 3.343841 0.882719 2.809609  0.00
C 2.559563 0.526696 1.721433  -0.15
N 1.223981 0.716953 1.701137  -0.03
C 0.635033 1.318824 2.778536  -0.18
H 3.341247 1.749364 4.821273  0.14
H 4.422796 0.693292 2.762495  0.14
H 3.014552 0.067463 0.848344  0.10
H -0.431837 1.524541 2.756662  0.11

Forces on the atoms, in the same order (eV/Å):
C -0.89 0.08 1.19
C 0.10 -0.95 -0.04
C 0.33 -0.89 0.49
C -1.08 0.26 1.48
C -0.45 0.80 -0.26
H -0.32 0.34 -0.29
H 0.29 -0.03 -0.03
H 0.35 -0.23 -0.35
N 0.77 1.08 -0.97
P 0.46 -1.16 -0.42
P -0.79 0.52 0.38
C -0.08 0.89 -0.72
H -0.04 0.09 0.02
H 0.06 0.02 0.00
C -5.64 -0.71 5.36
O 3.71 0.56 -3.84
C -1.05 -1.70 -3.60
H 0.81 -0.91 1.80
C -0.19 -0.26 -0.17
C 0.05 -0.29 0.67
C -0.31 0.48 0.08
C -0.26 0.43 0.09
C 0.55 0.12 -0.17
H -0.08 0.05 0.09
H 0.11 -0.07 0.08
H -0.07 -0.02 0.02
C 0.10 0.00 0.00
H -0.07 0.13 -0.11
H -0.19 -0.10 0.16
H 0.13 -0.13 0.00
C 0.15 0.03 0.41
H -0.01 -0.16 -0.09
H -0.02 -0.03 -0.10
H -0.12 0.29 0.05
C 0.40 0.63 0.86
H 0.23 0.39 -0.33
H -0.47 0.06 -0.02
H 0.26 -0.47 0.11
C 0.63 -0.14 -0.01
H 0.00 0.45 -0.31
H 0.12 0.34 0.55
H -0.34 -0.30 -0.01
C 0.27 1.26 -0.68
H 0.34 0.25 0.71
H 0.42 -0.56 -0.27
H -0.60 -0.02 0.20
C -0.24 -0.15 0.18
H -0.08 0.14 -0.29
H 0.18 -0.38 0.07
H 0.19 0.22 0.23
C 0.10 0.23 0.10
H -0.19 -0.09 0.11
H 0.06 -0.24 0.02
H 0.00 0.21 -0.34
C 0.13 -0.39 -0.05
H -0.18 -0.12 0.24
H -0.07 0.12 -0.27
H 0.24 0.30 0.15
C 0.17 0.22 -0.22
H -0.32 0.01 0.04
H 0.26 0.21 0.31
H 0.04 -0.52 0.06
C -0.50 0.00 -0.01
H 0.06 -0.51 0.18
H 0.23 0.26 0.34
H 0.10 -0.12 -0.46
C 0.09 -0.31 0.06
H -0.32 -0.02 0.03
H 0.17 0.12 -0.35
H 0.14 0.23 0.21
Mn 1.90 0.35 -0.91
N 0.95 1.71 -0.96
C 0.67 -0.85 -0.20
C 1.49 0.72 1.32
C 0.14 0.37 -0.05
C 0.13 -1.11 -0.11
C -1.26 -0.28 0.33
H -0.07 -0.24 -0.04
H -0.31 -0.13 0.13
H 0.12 -0.05 0.38
H 0.00 0.01 -0.42
H -0.01 0.06 0.09
H -0.48 0.07 -0.03
H -0.16 -0.18 -0.18
H -0.42 0.30 -0.13
H -0.15 -0.01 -0.51
Br 0.26 -0.37 -0.66
C -0.10 0.04 0.05
C -0.41 0.07 -0.07
C 0.39 -0.03 0.07
C -0.36 0.04 0.29
N -0.30 -0.04 -0.32
C 0.76 -0.18 -0.08
H -0.18 -0.16 -0.48
H -0.49 0.10 0.08
H -0.16 0.07 0.15
H 0.19 -0.11 -0.08